DFT (ωB97M-V with the def2-TZVPD basis set) results for a cluster of 11 separate species, C54H100N2O16S6 in total at a distorted geometry.

Results
SMILES string: O=[N+]([O-])c1ccccc1.O=[N+]([O-])c1ccccc1.O=S1(=O)CCCC1.O=S1(=O)CCCC1.O=S1(=O)CCCC1.O=S1(=O)CCCC1.O=S1(=O)CCCC1.O=S1(=O)CCCC1.CCCCCC.CCCCCC.CCCCCC
E_LUMO: -0.0348 Ha
total charge: 0
total energy: -158364.05512 eV
gap between HOMO and LUMO: 9.06 eV
highest occupied orbital energy: -10.004 eV

Geometry (Å):
C -29.795016 -21.509495 -25.811783
C -30.739248 -22.117553 -24.972155
C -31.918046 -22.546057 -25.525031
C -32.256256 -22.186544 -26.824309
C -31.407625 -21.407422 -27.577657
C -30.130904 -21.105531 -27.088719
N -33.486651 -22.710296 -27.407465
O -34.120001 -23.564381 -26.821122
O -33.794369 -22.328537 -28.530110
H -28.816149 -21.290623 -25.402599
H -30.538515 -22.362830 -23.939536
H -32.694459 -23.006028 -24.923452
H -31.744202 -21.079049 -28.551261
H -29.449500 -20.492598 -27.661539
C -23.570779 -24.886870 -23.341201
C -23.623355 -23.523368 -23.576244
C -24.826117 -22.835469 -23.501366
C -26.021786 -23.531453 -23.302689
C -25.967513 -24.879952 -22.989167
C -24.747636 -25.527434 -22.981391
N -27.304536 -22.858588 -23.408182
O -27.284942 -21.645934 -23.433756
O -28.306178 -23.532357 -23.482873
H -22.629339 -25.417009 -23.337465
H -22.682150 -23.030294 -23.781936
H -24.804229 -21.773026 -23.694906
H -26.945475 -25.340489 -22.918160
H -24.733226 -26.598607 -22.820404
C -34.042114 -16.644926 -19.379578
C -32.675719 -17.166416 -19.877065
C -32.484612 -18.651464 -19.499390
C -31.133308 -19.180556 -19.951004
C -30.897028 -19.196944 -21.466730
C -29.688715 -20.066366 -21.811552
H -34.850896 -17.121418 -19.937343
H -34.161884 -15.603303 -19.690443
H -34.125566 -16.758995 -18.301975
H -32.689851 -17.010170 -20.956612
H -31.857994 -16.573794 -19.459478
H -33.301705 -19.138688 -20.046447
H -32.675785 -18.798879 -18.436157
H -30.347671 -18.599438 -19.453798
H -30.995847 -20.219117 -19.626740
H -31.806978 -19.670448 -21.852487
H -30.808062 -18.187835 -21.867326
H -29.814802 -21.065291 -21.393056
H -29.436349 -20.106682 -22.870243
H -28.806532 -19.603979 -21.355318
C -29.634638 -23.236403 -30.140673
C -29.653274 -24.364972 -29.102723
C -28.358047 -24.384327 -28.288584
C -28.136592 -25.702626 -27.523842
C -26.791272 -25.714441 -26.817230
C -26.601010 -26.947378 -25.916549
H -29.345369 -22.311335 -29.634525
H -30.652530 -23.123158 -30.513134
H -28.864111 -23.440243 -30.881576
H -30.424713 -24.189058 -28.345047
H -29.809047 -25.327979 -29.592261
H -28.333221 -23.526478 -27.609691
H -27.500730 -24.179368 -28.942566
H -29.010531 -25.849799 -26.883811
H -28.096444 -26.508190 -28.264794
H -26.016103 -25.647380 -27.581838
H -26.702377 -24.815638 -26.195867
H -26.700666 -27.834926 -26.549806
H -25.666036 -26.958631 -25.363451
H -27.444594 -27.083924 -25.233450
C -37.890323 -19.424596 -31.667337
C -36.614184 -19.372825 -30.793197
C -35.370033 -18.855458 -31.496534
C -34.036049 -18.850929 -30.693425
C -34.095891 -17.987451 -29.459736
C -32.805264 -18.043257 -28.614034
H -38.074088 -18.400962 -32.006623
H -38.710833 -19.800519 -31.062401
H -37.777267 -19.997403 -32.586825
H -36.809421 -18.795094 -29.885977
H -36.481347 -20.399651 -30.433656
H -35.525830 -17.839261 -31.870300
H -35.174405 -19.461859 -32.385651
H -33.737009 -19.884141 -30.489853
H -33.304233 -18.520884 -31.434951
H -34.205143 -16.931153 -29.734715
H -34.954316 -18.155810 -28.805643
H -32.799651 -17.277431 -27.840680
H -32.763748 -19.037868 -28.166337
H -31.938708 -17.911663 -29.263561
C -31.125687 -26.172891 -24.146463
C -30.717323 -25.598074 -22.780560
C -29.784165 -26.629083 -22.146306
S -30.389154 -28.260798 -22.640477
O -31.146560 -28.846324 -21.547952
O -29.286330 -29.019088 -23.180220
C -31.481873 -27.652583 -23.949008
H -30.314538 -26.008016 -24.866921
H -31.913833 -25.560275 -24.589583
H -31.608413 -25.521916 -22.149444
H -30.347596 -24.586025 -22.918168
H -29.721776 -26.609116 -21.061116
H -28.782799 -26.533733 -22.567529
H -32.423807 -27.492276 -23.408090
H -31.658336 -28.352469 -24.756921
C -25.945273 -18.252875 -26.336614
C -25.911120 -18.109629 -27.858461
C -25.136469 -19.347465 -28.349851
S -25.629557 -20.748244 -27.285257
O -24.454948 -21.381955 -26.695070
O -26.705735 -21.513527 -27.911655
C -26.360753 -19.693654 -26.026650
H -26.693164 -17.569801 -25.930967
H -25.013146 -18.036108 -25.815143
H -25.409969 -17.224672 -28.245047
H -26.938392 -18.089706 -28.225956
H -24.098372 -19.170666 -28.061264
H -25.171130 -19.680305 -29.383652
H -26.006954 -20.039346 -25.059684
H -27.430135 -19.857558 -26.150718
C -32.268712 -22.921846 -20.470183
C -32.754672 -22.143496 -19.249602
C -34.255944 -22.029356 -19.450456
S -34.531753 -21.723064 -21.249635
O -34.669081 -20.296174 -21.463437
O -35.590062 -22.578015 -21.706597
C -32.852507 -22.278314 -21.721029
H -32.680703 -23.920475 -20.309376
H -31.181162 -22.992660 -20.500867
H -32.296309 -21.159316 -19.130197
H -32.548951 -22.683641 -18.324566
H -34.787864 -21.235798 -18.924464
H -34.826259 -22.932994 -19.227998
H -32.385536 -21.314978 -21.939338
H -32.809065 -22.872029 -22.630267
C -35.454676 -27.206077 -24.514424
C -34.854125 -25.869659 -24.897213
C -35.235652 -24.889936 -23.811977
S -35.084120 -25.784304 -22.229229
O -36.195467 -25.625197 -21.304262
O -33.721527 -25.530393 -21.776270
C -35.139124 -27.451014 -23.059015
H -35.119079 -28.075516 -25.086125
H -36.533590 -27.233536 -24.703168
H -35.247772 -25.554132 -25.864182
H -33.773421 -25.940314 -25.041968
H -36.280979 -24.605921 -23.947918
H -34.700512 -23.950662 -23.727565
H -35.844958 -28.055044 -22.483421
H -34.236164 -28.049639 -22.918284
C -37.740033 -19.447690 -25.083174
C -36.943452 -18.991076 -26.299651
C -35.902841 -20.083369 -26.530642
S -35.535760 -20.865009 -24.876234
O -34.169749 -20.587289 -24.506627
O -36.007134 -22.239870 -24.969487
C -36.773131 -19.834888 -23.991583
H -38.336923 -20.302445 -25.413771
H -38.427879 -18.719626 -24.650104
H -36.477318 -18.012921 -26.180151
H -37.654136 -18.953207 -27.125686
H -34.969224 -19.872933 -27.051349
H -36.301720 -20.920707 -27.108999
H -36.188506 -18.969089 -23.668373
H -37.118382 -20.322053 -23.083930
C -37.583231 -24.470841 -27.607841
C -38.841933 -23.872151 -28.251023
C -39.815505 -24.961584 -28.745548
S -38.672698 -26.254147 -29.347871
O -38.207590 -25.858130 -30.657235
O -39.274477 -27.550691 -29.146365
C -37.375040 -25.905430 -28.142629
H -37.816374 -24.562727 -26.543995
H -36.721718 -23.808703 -27.655660
H -38.594494 -23.248938 -29.115923
H -39.375750 -23.181026 -27.595552
H -40.357724 -24.545457 -29.585816
H -40.320490 -25.358410 -27.868006
H -36.395919 -26.077736 -28.576488
H -37.659408 -26.538592 -27.303478

Forces on the atoms, in the same order (eV/Å):
C 0.0 0.2 0.8
C 0.4 -0.5 -0.7
C -1.3 0.3 0.2
C 0.7 -0.2 0.6
C 0.2 0.1 -0.5
C -0.8 0.1 0.2
N -0.3 -0.3 -1.1
O 0.3 0.1 0.5
O 0.1 0.4 0.3
H 0.0 0.0 0.0
H 0.3 0.1 0.0
H 0.2 -0.2 -0.1
H 0.2 -0.1 -0.1
H 0.1 -0.2 -0.2
C -0.6 0.3 0.7
C 0.2 -0.1 0.2
C -0.1 0.4 -0.6
C 1.7 -0.3 0.3
C -0.8 0.6 -0.7
C -0.1 -1.0 -0.3
N 0.5 0.2 0.0
O -0.2 0.4 -0.1
O -0.3 -0.3 0.0
H 0.0 -0.1 -0.2
H -0.2 0.4 -0.1
H -0.3 0.0 0.0
H 0.3 -0.5 0.4
H 0.0 0.0 0.2
C 0.6 0.3 -0.9
C -0.7 -0.1 0.6
C -0.5 0.7 -1.3
C 0.5 0.0 0.2
C -0.5 -0.6 0.4
C 0.3 0.9 0.2
H 0.0 -0.5 0.4
H 0.2 0.2 0.5
H -0.3 0.1 0.0
H 0.4 -0.3 -0.1
H 0.0 0.1 0.0
H 0.2 -0.4 0.2
H 0.2 0.0 0.1
H 0.1 0.0 0.0
H 0.2 0.3 0.1
H 0.1 0.5 -0.5
H 0.0 0.0 -0.1
H 0.1 -0.1 -0.2
H -0.4 -0.2 -0.1
H 0.1 -0.3 0.2
C -0.2 -0.2 1.1
C 0.7 0.5 0.5
C 0.4 -0.3 -0.2
C 0.2 0.7 -0.9
C -0.3 0.0 1.1
C -0.7 -0.2 -0.8
H -0.1 0.1 -0.1
H 0.2 0.2 -0.6
H -0.3 0.0 -0.4
H -0.4 -0.2 -0.4
H -0.1 0.0 0.1
H -0.2 -0.1 0.1
H 0.0 -0.3 -0.1
H 0.2 -0.3 0.3
H -0.4 -0.1 0.1
H 0.1 -0.1 0.1
H 0.1 0.1 -0.1
H 0.5 -0.1 0.1
H 0.1 0.0 -0.1
H 0.1 0.4 0.3
C 0.9 1.0 0.2
C -0.4 -0.8 0.0
C 0.6 -0.3 -0.1
C -1.2 -0.5 -0.8
C 1.0 1.2 0.6
C -0.7 -0.5 -0.4
H -0.5 0.0 0.1
H -0.2 0.0 -0.2
H 0.1 -0.3 0.2
H -0.1 0.2 -0.1
H 0.5 0.0 0.0
H -0.2 0.1 0.1
H -0.2 0.0 -0.1
H -0.2 0.0 0.4
H 0.3 0.4 0.4
H -0.2 -0.1 -0.4
H 0.0 -0.5 -0.2
H 0.0 -0.1 0.1
H 0.3 0.1 0.2
H 0.1 0.0 0.1
C 1.1 0.4 -1.1
C -1.0 -0.6 0.2
C 0.4 0.5 -0.3
S 0.2 0.0 0.5
O 0.1 0.4 -0.8
O -0.2 0.1 -0.2
C -1.2 1.2 1.3
H 0.2 -0.3 0.2
H -0.3 -0.4 0.2
H 0.1 0.0 -0.2
H 0.5 -0.1 0.2
H -0.1 0.0 0.0
H 0.0 -0.2 0.0
H 0.0 -0.8 0.0
H 0.5 0.1 -0.2
C -0.5 0.1 0.3
C 0.1 -0.9 -0.5
C 0.5 -0.3 0.5
S -0.2 0.4 0.4
O -0.8 0.1 -0.8
O 1.1 0.4 0.3
C -0.1 0.0 -0.1
H 0.1 0.0 0.1
H 0.2 0.1 -0.4
H 0.0 0.1 0.3
H 0.0 -0.1 -0.1
H 0.1 -0.2 -0.2
H -0.3 0.3 -0.1
H -0.2 -0.1 0.0
H 0.0 0.2 0.2
C -0.1 -0.3 0.4
C -0.4 0.3 0.4
C -0.9 0.3 -0.5
S 0.6 -0.1 1.4
O 0.1 -0.2 -0.2
O -0.2 -0.3 -0.5
C -0.1 0.7 0.0
H 0.2 -0.1 -0.5
H 0.0 0.0 -0.2
H -0.3 -0.3 -0.2
H 0.0 -0.1 -0.1
H 0.3 0.2 0.0
H 0.3 -0.3 -0.2
H 0.2 -0.3 0.0
H -0.4 -0.2 0.1
C -0.6 -1.0 0.0
C 0.4 0.0 -0.7
C -1.0 0.2 0.5
S 0.1 -0.5 -0.8
O 0.9 -0.2 -0.9
O -0.5 -0.1 0.2
C -0.3 -0.4 1.4
H 0.4 0.3 -0.2
H 0.0 0.4 0.3
H 0.0 0.2 0.1
H -0.1 0.0 0.2
H 0.0 0.0 0.2
H 0.2 -0.1 -0.1
H -0.5 0.3 -0.3
H 0.4 0.7 0.0
C -0.5 -0.2 0.6
C 0.0 -0.1 -0.2
C 0.2 -1.1 0.2
S -1.2 0.3 -1.2
O 0.0 -0.2 0.3
O 0.3 0.7 0.3
C 1.5 -0.2 0.0
H 0.0 -0.1 0.3
H 0.0 0.2 -0.4
H 0.0 0.0 0.1
H 0.3 0.2 -0.2
H 0.1 0.6 0.4
H -0.3 0.0 0.2
H 0.0 0.1 0.0
H -0.2 -0.3 -0.3
C -0.8 -0.1 0.4
C -0.3 0.8 -0.9
C 2.0 0.2 0.6
S -0.7 0.8 -0.1
O 0.0 -0.1 0.2
O 0.4 0.2 0.0
C -0.6 0.4 0.6
H 0.2 0.0 0.1
H 0.1 -0.1 -0.3
H 0.3 -0.2 0.0
H 0.1 -0.2 0.3
H -0.6 -0.5 0.1
H -0.7 -0.2 -0.5
H 0.0 -0.3 0.0
H 0.6 -0.6 -0.2